1.
Computed, not measured: a structure of composition C29H44BrFeN3P2S in a non-equilibrium geometry, with ωB97M-V/def2-TZVPD.

```
81
Properties=species:S:1:pos:R:3:forces:R:3:lowdin_spin:R:1
C 1.1875 0.1725 -7.0710 0.37 0.50 0.36 0.0044
C 1.0146 0.7290 -5.7835 -0.48 1.23 -1.52 0.0036
C 0.6472 2.1120 -5.7092 0.83 -0.38 -0.36 0.0023
C 0.7563 2.8921 -6.8659 -0.39 -0.71 0.51 -0.0002
N 1.0956 2.3700 -8.0375 0.29 0.14 -0.45 0.0012
C 1.2917 1.0630 -8.1533 -0.44 -0.20 0.40 0.0002
C 1.3155 0.0179 -4.5742 1.01 -0.33 2.28 0.0339
C 1.9330 0.2603 -3.4395 -0.35 2.34 -2.38 -0.0177
C 1.8611 0.6147 -2.0980 0.36 0.08 -0.08 0.1578
C 0.5402 0.6217 -1.5615 -0.57 0.39 0.96 -0.0075
C 0.3308 0.6989 -0.2170 -0.47 -0.80 -0.87 0.1994
C 1.4499 0.7902 0.7723 -0.58 0.47 -1.91 0.0394
C 2.8071 0.9087 0.1368 -0.10 -0.35 -0.32 0.1250
C 2.9711 0.7449 -1.1975 0.61 -0.15 0.48 -0.0112
Fe 1.0490 -1.3206 -3.1180 -1.06 -2.99 0.42 3.2626
P -2.0646 -1.7138 0.5077 0.15 -0.17 -0.09 0.0102
H 0.3764 2.6040 -4.7749 0.24 -0.30 -0.08 0.0002
H 1.3316 -0.8950 -7.2432 0.15 0.31 0.27 0.0002
H 0.5833 3.9703 -6.8428 -0.05 -0.32 0.04 0.0000
H 1.5521 0.7048 -9.1516 -0.15 0.01 0.30 0.0001
H 3.9763 0.6714 -1.6216 -0.29 0.27 0.16 -0.0029
H -0.3193 0.5548 -2.2479 0.32 0.13 0.37 -0.0004
H 3.6535 1.0187 0.8139 -0.11 -0.04 -0.30 0.0056
H -0.6959 0.5609 0.1463 0.57 0.22 -0.03 0.0050
C -1.7899 -2.1959 2.2746 0.44 0.31 -0.02 0.0022
C -2.7542 -1.7037 3.3482 -0.01 -0.26 0.35 0.0002
H -0.7803 -1.8023 2.4827 -0.56 -0.43 0.25 0.0017
H -1.7133 -3.2949 2.2817 -0.04 0.28 0.03 0.0000
H -2.4651 -2.1574 4.3066 -0.17 0.19 -0.14 0.0001
H -2.7075 -0.6131 3.4771 -0.10 -0.25 -0.10 0.0000
H -3.7906 -1.9992 3.1444 0.25 0.19 0.09 0.0000
C -3.2523 -0.3113 0.5968 -0.07 -0.22 0.34 0.0008
C -3.8632 -0.0077 -0.7710 -0.16 0.26 0.16 0.0001
H -2.6978 0.5665 0.9622 -0.18 -0.13 0.00 -0.0001
H -4.0091 -0.5572 1.3525 0.00 0.39 -0.25 0.0003
H -4.4083 0.9428 -0.7263 0.01 -0.24 -0.12 0.0000
H -3.0884 0.0933 -1.5388 -0.06 -0.06 0.02 0.0001
H -4.5614 -0.7908 -1.0872 0.16 0.17 0.03 0.0000
C -3.1382 -3.1043 -0.0463 -0.04 0.27 -0.16 0.0017
C -4.4906 -3.1940 0.6545 -0.27 -0.42 -0.15 0.0007
H -2.5567 -4.0259 0.1110 -0.14 0.24 -0.13 0.0000
H -3.2550 -2.9841 -1.1339 -0.05 -0.15 0.24 0.0000
H -5.1295 -3.8971 0.1096 0.00 0.08 0.17 0.0001
H -4.3959 -3.5722 1.6786 0.00 0.13 -0.18 0.0000
H -5.0186 -2.2350 0.6834 0.10 -0.22 -0.01 0.0000
Br 1.4053 -0.7772 1.9451 0.23 0.12 0.27 0.0847
P 1.0122 2.2889 1.6618 0.65 0.52 2.83 0.0203
C -0.6648 2.2143 2.3318 -0.56 -0.21 -0.44 0.0018
C -0.8649 2.8140 3.7241 0.09 0.30 0.43 0.0004
H -0.9424 1.1500 2.3515 0.06 0.18 -0.02 -0.0001
H -1.3332 2.7119 1.6136 0.11 -0.22 0.06 0.0007
H -1.8900 2.6165 4.0580 0.20 0.00 -0.15 0.0001
H -0.1952 2.3538 4.4616 -0.21 0.18 -0.15 0.0001
H -0.7269 3.9072 3.7511 0.03 -0.48 -0.05 0.0000
C 2.1524 2.1898 3.0695 0.02 0.06 0.19 0.0047
C 2.6470 3.5211 3.6086 0.31 0.35 0.45 0.0016
H 2.9945 1.5668 2.7486 -0.08 0.17 0.07 0.0000
H 1.6473 1.6174 3.8551 0.11 0.04 -0.16 0.0001
H 3.4072 3.3215 4.3728 -0.13 0.13 -0.17 0.0004
H 3.1125 4.1412 2.8330 -0.05 -0.16 0.22 0.0000
H 1.8592 4.1123 4.0927 0.15 -0.23 -0.15 0.0000
C 1.2936 3.8515 0.8220 0.20 -0.33 -0.87 0.0023
C 0.5854 5.0250 1.4924 -0.23 0.43 0.22 0.0001
H 0.9665 3.6983 -0.2154 0.00 0.21 0.10 0.0013
H 2.3776 4.0136 0.7968 -0.15 -0.10 -0.11 0.0007
H 0.6056 5.9034 0.8452 0.10 -0.17 -0.10 -0.0001
H -0.4685 4.8240 1.7008 0.16 0.00 -0.05 0.0000
H 1.0781 5.3227 2.4231 -0.17 -0.16 -0.18 0.0001
C 0.1541 -5.4306 0.7734 -0.12 -0.14 0.10 0.0005
N 1.2917 -4.5292 0.5822 -0.14 1.01 -0.96 0.0052
C 2.3967 -4.5418 1.4167 0.51 0.53 -0.48 0.0019
C 3.2904 -3.6351 0.9430 -0.68 -0.44 -0.10 0.0030
N 2.7167 -3.0832 -0.1911 -0.37 -0.12 0.24 0.0049
C 1.4636 -3.5738 -0.4000 1.21 -0.32 0.84 0.0064
S 0.3706 -2.9994 -1.5788 -0.34 -0.70 -0.33 0.0393
H -0.3292 -5.2153 1.7363 0.08 0.02 -0.36 0.0001
H -0.5518 -5.3135 -0.0507 0.13 0.05 0.15 0.0002
H 0.5117 -6.4685 0.7964 -0.04 0.33 -0.11 0.0002
H 2.4666 -5.2148 2.2499 -0.03 -0.05 0.07 0.0001
H 4.2489 -3.3315 1.3128 0.16 -0.05 -0.02 0.0003
H 3.1335 -2.3593 -0.7633 -0.20 -0.19 0.16 -0.0004
```
Forces are in eV/Å.

* charge: +2
* electronic energy: -169082.3317 eV
* multiplicity: 5
* LUMO level (alpha / beta): -5.6 / -7.5 eV
* <S²>: 6.13
* maximum force: 3.35 eV Å⁻¹
* frontier orbital gap (alpha / beta): 6.94 / 5.08 eV

=====

2.
Computed, not measured: a structure of composition C5H12FNO2S2 in a non-equilibrium geometry, with ωB97M-V/def2-TZVPD.

```
23
Properties=species:S:1:pos:R:3:forces:R:3:lowdin_spin:R:1
C 3.3388 -0.5346 -0.8608 1.40 -1.28 -0.98 0.0370
C 1.7790 1.5037 -0.6275 -1.79 -2.74 0.99 0.0240
C -1.2293 -1.6062 1.1322 -1.07 -1.03 -1.44 0.0595
C -3.2481 0.7516 0.8691 1.07 3.28 -1.49 0.0257
C 2.1123 0.0261 -0.2202 0.07 0.27 0.12 0.0549
N -0.8405 -0.3488 0.5388 -0.23 1.58 0.11 0.4995
O -1.4881 1.6667 -0.9971 0.35 -0.58 0.63 -0.0029
O -2.5131 -0.5164 -1.3572 -0.90 -1.24 -1.17 0.0017
F 2.2159 -0.1496 1.1765 -0.42 0.53 -0.97 0.0232
S 0.7485 -1.1086 -0.8140 0.63 0.09 -0.19 1.1746
S -1.9748 0.4233 -0.4450 0.01 0.70 2.29 0.0329
H 4.0323 0.3044 -1.1654 -0.33 -1.21 0.64 0.0020
H 2.9963 -1.0639 -1.7923 0.63 0.75 0.54 0.0156
H 3.8032 -1.4097 -0.2547 -0.56 1.86 -0.76 0.0027
H 2.1784 2.2254 0.0172 1.31 0.84 0.82 0.0039
H 0.7228 1.5175 -0.3861 -0.39 0.65 -0.37 0.0020
H 1.9150 1.7002 -1.6699 0.27 0.00 -0.53 0.0011
H -0.8736 -2.5205 0.5021 0.07 1.28 1.41 0.0269
H -1.0779 -1.6308 2.2096 0.92 -0.23 -0.14 0.0035
H -2.2997 -1.7573 1.0472 -0.46 -0.14 -0.18 0.0057
H -4.1906 1.0177 0.2988 1.03 -0.51 0.85 0.0050
H -3.2387 -0.2153 1.3173 -0.67 -0.07 1.03 0.0013
H -2.8682 1.7251 1.4814 -0.93 -2.80 -1.20 0.0001
```
Forces are in eV/Å.

* electronic energy: -35347.2395 eV
* multiplicity: 3
* LUMO level (alpha / beta): 0.7 / -3.0 eV
* <S²>: 2.01
* maximum force: 3.76 eV Å⁻¹
* frontier orbital gap (alpha / beta): 8.59 / 6.36 eV

=====

3.
Computed, not measured: an isolated molecule of C25H22ClIN4O2S2 in a non-equilibrium geometry, with ωB97M-V/def2-TZVPD.

```
57
Properties=species:S:1:pos:R:3:forces:R:3:nbo_charge:R:1
C 6.4923 1.7850 0.6753 0.27 0.08 -0.01 -0.6350
C 5.0083 1.8062 0.9931 0.34 -0.04 -0.43 -0.2757
I 4.6896 0.4502 2.6348 -0.11 0.15 -0.04 0.0798
C 4.1959 1.4815 -0.2898 0.12 -0.12 0.88 -0.4690
C 2.8448 0.8772 -0.0400 0.13 -0.30 -0.46 0.0288
C 1.7941 1.7000 0.3928 0.09 0.18 0.06 -0.0766
C 0.5276 1.2694 0.6854 0.41 -0.09 -0.10 -0.0961
C -0.4444 2.3455 1.1133 -0.58 0.68 0.47 0.7220
O -0.6252 2.4740 2.3363 0.23 -0.29 0.21 -0.7290
O -0.9411 3.0063 0.1899 0.23 -0.12 -0.52 -0.7222
C 0.2531 -0.1111 0.5520 -0.34 0.18 0.24 0.0925
C -1.0326 -0.6780 0.8737 0.28 -0.34 0.07 0.0099
C -2.2247 0.0688 1.4064 -0.50 -0.28 -0.33 -0.4610
C -3.2309 0.4203 0.2631 -0.12 0.06 0.73 -0.4024
C -3.5270 1.9132 0.0900 0.33 -0.25 -1.30 -0.5340
S -5.2897 2.3341 -0.0834 -0.40 -0.25 0.99 0.3265
C -5.9646 1.0119 -0.9998 0.80 -0.09 -0.36 -0.1250
S -5.2456 0.3583 -2.3026 -0.12 -0.03 -0.13 0.0078
N -7.2020 0.5400 -0.5518 -0.48 0.27 -0.32 -0.4448
C -7.5726 0.1432 0.7095 -0.32 0.03 0.84 -0.0880
C -8.8782 -0.2186 0.6354 0.29 0.17 -0.60 -0.0899
N -9.3406 -0.0460 -0.6574 -0.07 -0.02 -0.11 -0.4395
C -8.3269 0.3892 -1.3431 0.12 -0.21 0.36 0.1969
C -1.1702 -2.0254 0.6652 -0.30 0.19 0.07 0.1378
Cl -2.6177 -2.9197 0.9231 0.02 0.04 0.02 0.0583
N -0.1532 -2.7953 0.1933 0.32 -0.10 -0.20 -0.4525
C 1.0426 -2.3121 -0.0936 -0.16 0.37 0.10 0.1402
C 1.3042 -0.9553 0.0820 0.26 -0.24 -0.13 -0.0913
C 2.6082 -0.4623 -0.2296 -0.30 -0.04 0.29 -0.0377
C 3.6423 -1.4255 -0.7234 -0.48 0.59 0.09 0.1745
C 3.9759 -1.4000 -2.0704 0.47 -0.35 -0.18 -0.2548
C 4.9417 -2.2830 -2.5247 0.04 -0.05 -0.10 -0.1558
C 5.5249 -3.1515 -1.6232 -0.11 0.08 0.15 -0.2591
C 5.0900 -3.1120 -0.3086 0.15 -0.20 0.22 0.0438
N 4.1635 -2.2778 0.1630 0.09 -0.11 -0.50 -0.4189
H 7.0920 2.0662 1.5357 0.01 0.05 0.13 0.2264
H 6.7306 2.4854 -0.1284 -0.11 0.05 -0.09 0.2122
H 6.8181 0.7939 0.3651 -0.05 -0.11 -0.05 0.2103
H 4.7603 2.8003 1.3491 -0.32 -0.07 0.30 0.2194
H 4.0975 2.4350 -0.8070 -0.05 -0.03 -0.26 0.2355
H 4.7997 0.8041 -0.8834 0.06 -0.01 -0.20 0.2199
H 2.0128 2.7537 0.5058 -0.10 0.13 0.01 0.2216
H -1.9656 0.9088 2.0413 0.25 0.12 -0.20 0.2950
H -2.7486 -0.6319 2.0474 0.02 -0.08 0.25 0.2240
H -2.8842 -0.0365 -0.6588 -0.01 0.18 -0.23 0.2162
H -4.1714 -0.0789 0.4890 0.00 -0.19 0.09 0.2102
H -3.1170 2.5290 0.8822 -0.29 0.10 0.26 0.2803
H -3.0342 2.2622 -0.8098 0.10 0.15 -0.02 0.2548
H -6.9337 0.1291 1.5718 0.34 0.18 -0.15 0.2293
H -9.5001 -0.5905 1.4251 -0.14 -0.08 0.08 0.2117
H -8.2873 0.6280 -2.3905 -0.08 0.03 -0.08 0.2114
H -0.3230 -3.7790 0.0402 -0.15 -0.03 0.07 0.4396
H 1.7715 -3.0074 -0.4670 0.12 -0.13 -0.01 0.2394
H 3.5254 -0.7179 -2.7737 -0.23 0.19 0.15 0.2325
H 5.2247 -2.2943 -3.5665 0.05 0.03 -0.10 0.2234
H 6.2942 -3.8531 -1.9020 0.05 -0.06 -0.13 0.2274
H 5.5262 -3.8067 0.3981 -0.06 0.03 0.18 0.1987
```
Forces are in eV/Å.

* electronic energy: -78629.7896 eV
* LUMO level: -1.4 eV
* maximum force: 1.36 eV Å⁻¹
* frontier orbital gap: 6.68 eV